1.
2 unconnected molecules or ions with the total composition C22H39F2NO9P2S. Source: the Open Molecules 2025 dataset; level of theory: ωB97M-V/def2-TZVPD.

XYZ file:
```
76
Properties=species:S:1:pos:R:3:forces:R:3
C 3.2217 -3.9779 2.5521 0.277 0.265 -0.597
C 4.1201 -4.5982 1.3006 -0.780 1.347 0.100
C 3.4291 -3.9822 -0.0910 2.071 -0.203 0.494
C 3.9270 -2.4133 -0.1808 0.033 0.350 -1.491
C 2.7453 -1.3953 -0.7961 1.699 -0.993 0.163
C 1.7929 -1.0131 0.4630 -0.800 -1.362 0.237
C 0.9563 0.3876 0.3934 1.110 0.022 -2.117
F 1.8667 1.2918 -0.3407 -1.669 -0.778 2.354
C 0.3574 0.8795 1.8761 0.653 2.102 1.862
C 0.0176 2.4432 2.1559 -0.236 1.975 0.409
C 1.1298 3.5448 1.6827 -0.048 0.755 -0.605
C 1.2302 0.4944 3.2293 0.883 -2.082 -0.878
C 2.7897 0.9969 3.1959 1.880 -0.487 6.159
O 3.4452 0.9903 4.3900 -4.087 0.200 -8.016
N -1.0488 0.2360 1.9132 -0.395 -0.106 -4.557
P -1.8840 -0.1211 3.4545 0.069 -5.791 6.544
O -1.1920 -1.3882 4.1749 -2.404 5.252 -3.788
O -3.5683 -0.5355 3.3157 2.759 2.599 0.321
O -1.8127 1.1723 4.6387 -1.053 -2.180 -2.181
C -1.4595 0.0113 0.5905 -1.643 -1.181 0.298
C -2.9425 -0.6386 0.1722 0.277 -0.687 0.020
C -4.1369 0.4655 0.0260 -1.302 0.602 0.156
C -5.6372 -0.2564 0.1865 0.184 0.603 0.780
C -4.1162 1.7073 1.0803 -0.825 1.104 -0.119
C -0.3738 0.4095 -0.6221 -0.689 1.005 3.010
C -0.9388 1.8301 -1.1838 -0.303 1.283 -0.078
C -0.2511 2.3915 -2.5630 -3.470 1.430 -7.539
O -1.0418 2.5301 -3.6639 5.884 -0.846 8.543
F 1.1573 2.8281 -2.7355 -4.423 -1.595 1.454
P -0.3879 -0.6990 -2.1705 -0.799 -3.648 -3.739
O 0.9314 -0.4836 -3.2803 -3.344 0.989 1.535
O -1.8550 -0.3427 -3.1105 3.399 0.095 0.706
S -0.5601 -2.6351 -1.7628 0.363 1.826 0.405
H 3.6044 -2.8766 2.7838 -0.808 -2.344 -0.375
H 2.1220 -3.8812 2.1445 1.983 -0.339 1.188
H 3.2884 -4.6088 3.5356 -0.241 1.231 -1.951
H 4.1631 -5.7712 1.2987 -0.053 2.411 0.068
H 5.1903 -4.0905 1.3991 -2.086 -1.554 -0.358
H 2.2590 -4.1137 -0.1095 2.400 0.251 0.001
H 3.9734 -4.5439 -0.9895 -1.666 1.156 1.764
H 4.8055 -2.3552 -0.9862 -1.841 -0.229 1.827
H 4.3927 -1.9983 0.8199 -1.152 -0.860 -1.864
H 3.3427 -0.5282 -1.2970 -1.530 -1.240 1.166
H 2.2501 -2.0213 -1.6529 0.569 1.449 1.820
H 2.4781 -1.1437 1.4253 -1.637 0.892 -1.933
H 0.9809 -1.8835 0.5592 1.637 1.801 -0.147
H -0.0833 2.6036 3.3360 0.131 -0.737 -2.637
H -1.0347 2.8147 1.7339 2.243 -1.123 0.695
H 0.7897 4.0677 0.6649 0.776 -1.225 2.213
H 1.1834 4.4027 2.5046 0.033 -1.970 -1.838
H 2.1955 3.1006 1.4644 -2.194 0.898 0.644
H 1.2704 -0.6992 3.2394 0.112 2.499 0.211
H 0.7336 0.8047 4.2369 0.883 -0.350 -2.076
H 3.2864 1.2916 2.1783 -0.678 -0.565 1.937
H -4.1135 0.1479 3.8154 0.895 -0.974 -0.970
H -2.2036 0.7700 5.4862 0.910 0.434 -1.629
H -2.9001 -1.2017 -0.8802 0.548 1.414 2.324
H -3.1781 -1.5179 0.9455 0.435 2.229 -1.395
H -4.1512 0.9435 -1.0669 0.499 -1.215 2.355
H -6.0383 0.0208 1.2722 0.862 -0.802 -2.295
H -5.5714 -1.4232 0.1072 -0.261 2.334 -0.122
H -6.3994 0.2384 -0.5663 1.672 -1.317 1.400
H -4.7465 2.5887 0.5785 1.409 -1.890 1.130
H -4.6713 1.4974 2.1111 1.296 0.215 -2.316
H -3.0682 2.1648 1.3194 -1.783 -0.911 -0.529
H -0.9333 2.7253 -0.4316 0.348 -1.814 -1.185
H -2.0903 1.6512 -1.4479 2.787 0.425 0.139
H 0.5866 -0.1509 -4.1711 0.684 -0.223 1.026
H -1.6284 -0.5051 -4.0849 -0.433 0.368 1.595
C -0.0136 2.3260 -6.5962 -0.089 0.592 0.341
C 0.0180 1.3375 -7.7491 -0.241 0.183 -1.020
O -0.3431 1.8007 -8.8666 0.382 -0.792 0.834
O 0.4030 0.1753 -7.4396 -0.196 0.046 0.059
H -0.3543 3.3121 -6.9265 0.020 -0.122 0.063
H -0.6944 1.9676 -5.8185 0.144 -0.013 -0.109
H 0.9886 2.4313 -6.1700 -0.045 -0.082 0.103
```
Positions in Å, forces in eV/Å.

Summary:
Gap between HOMO and LUMO = 1.94 eV
Calculated total energy = -78198.178 eV
Lowest unoccupied orbital energy = -3.90 eV
Total charge = 0

=====

2.
4 unconnected molecules or ions with the total composition H7O3S. Source: the Open Molecules 2025 dataset; level of theory: ωB97M-V/def2-TZVPD.

XYZ file:
```
11
Properties=species:S:1:pos:R:3:forces:R:3
S 0.1764 0.1293 -0.7120 0.005 -0.136 -0.022
H 1.4512 -0.0684 -0.3376 -0.014 0.031 0.010
H -0.6360 0.0228 1.4712 -0.032 -0.117 0.136
H -0.9761 -1.2181 2.2616 -0.006 -0.311 -0.063
O -0.9551 -0.2676 2.3591 0.061 0.404 -0.113
H 0.1772 3.1397 0.7345 0.156 0.216 -0.541
H 0.3673 2.3855 -0.5353 0.028 -0.419 -0.300
O 0.4185 3.2956 -0.1968 -0.171 0.298 0.852
H 0.9792 -3.2615 -0.8257 0.251 -0.142 0.046
H -0.0483 -2.1827 -0.9881 -0.147 -0.179 0.075
O 0.0355 -3.1670 -0.9531 -0.131 0.355 -0.081
```
Positions in Å, forces in eV/Å.

Summary:
Gap between HOMO and LUMO = 7.98 eV
Calculated total energy = -17093.544 eV
Lowest unoccupied orbital energy = 3.93 eV
Total charge = -1

=====

3.
A single C4H6O2 molecule. Source: the Open Molecules 2025 dataset; level of theory: ωB97M-V/def2-TZVPD.

XYZ file:
```
12
Properties=species:S:1:pos:R:3:forces:R:3
O 0.8702 0.6857 -1.0951 -1.134 -0.782 0.006
C 1.6902 -0.1273 -0.5052 -0.513 -0.174 0.125
O 1.3421 -0.6992 0.5868 0.062 0.209 -0.085
C 0.1786 -0.4127 1.2518 -0.146 -0.204 0.271
C -0.8214 0.2281 -0.8728 1.343 0.261 -0.185
C -0.9194 0.3978 0.6072 0.150 0.058 -0.021
H 2.6586 -0.4423 -0.8927 -0.335 0.240 -0.154
H -0.0890 -1.2840 1.8360 0.051 0.103 0.024
H -1.1725 0.9826 -1.5733 -0.036 -0.097 0.343
H -1.0087 -0.7962 -1.2271 0.507 0.424 0.063
H -0.8753 1.4655 0.8520 -0.041 -0.134 0.003
H -1.8535 0.0021 1.0324 0.092 0.097 -0.389
```
Positions in Å, forces in eV/Å.

Summary:
Gap between HOMO and LUMO (spin up / spin down) = 7.22 / 7.33 eV
Calculated total energy = -8335.893 eV
Lowest unoccupied orbital energy (spin up / spin down) = 0.78 / 0.79 eV
Total charge = 0

=====

4.
A molecular structure, C33H36Cl2IrN4O3S. Source: the Open Molecules 2025 dataset; level of theory: ωB97M-V/def2-TZVPD.

XYZ file:
```
80
Properties=species:S:1:pos:R:3:forces:R:3
Ir 0.2846 0.8456 -0.8932 -0.617 -0.112 0.307
Cl 0.1919 1.6792 1.7046 0.174 -0.525 0.096
C -0.1489 3.4060 1.8960 -0.244 0.752 -0.181
Cl -0.0710 4.2330 0.3312 -0.015 0.174 0.563
H 0.6082 3.8123 2.5673 -0.146 -0.074 -0.180
H -1.1542 3.5088 2.3103 0.249 -0.079 -0.143
C -5.2768 2.6909 -0.9360 -0.034 -0.162 -0.184
C -4.8508 1.5628 -1.8756 -0.138 0.599 -0.229
N -4.2933 0.4367 -1.1444 0.591 -0.049 0.065
C -5.1190 -0.7378 -0.9218 -0.326 -0.503 0.403
C -5.9773 -0.6534 0.3343 0.066 0.009 -0.098
C -3.0953 0.5058 -0.5827 0.245 0.458 -0.528
S -2.0390 1.8027 -1.1326 0.912 0.071 -0.230
N -2.7622 -0.2896 0.3990 0.255 -0.891 0.948
C -1.5916 -0.7325 0.8128 -1.895 0.437 0.174
O -0.5894 -0.8851 0.0495 1.441 0.617 -1.201
C -1.4730 -1.1121 2.2282 0.280 -0.255 0.275
C -0.2650 -1.6563 2.6724 -0.156 0.150 -0.089
C -0.0646 -1.9112 4.0146 0.052 -0.064 0.022
C -1.0688 -1.6286 4.9295 -0.003 0.014 -0.071
C -2.2790 -1.1083 4.4923 -0.041 -0.024 0.067
C -2.4906 -0.8579 3.1485 0.096 0.056 -0.149
H -5.6256 3.5356 -1.5229 -0.040 0.114 -0.025
H -4.4421 3.0215 -0.3212 0.036 0.062 0.042
H -6.0852 2.3700 -0.2851 -0.051 0.001 0.077
H -4.1064 1.9404 -2.5872 -0.195 -0.191 0.041
H -5.7119 1.2031 -2.4398 0.144 -0.046 0.000
H -4.4522 -1.6007 -0.8453 -0.139 0.088 -0.130
H -5.7523 -0.8537 -1.8046 0.159 -0.053 0.053
H -5.3524 -0.5071 1.2139 -0.035 0.003 0.005
H -6.5212 -1.5881 0.4459 -0.082 -0.033 0.067
H -6.6998 0.1567 0.2699 -0.060 0.032 0.020
H 0.5091 -1.8520 1.9454 0.124 -0.065 -0.044
H 0.8717 -2.3288 4.3540 0.069 -0.035 0.037
H -0.9062 -1.8142 5.9807 -0.020 -0.024 0.069
H -3.0588 -0.8979 5.2083 -0.077 0.019 0.034
H -3.4274 -0.4426 2.8077 -0.043 0.000 -0.030
N 1.4476 -1.6981 -1.7540 1.023 0.023 -0.097
C 1.1465 -2.7105 -1.0946 -1.074 -0.193 0.079
N 1.6874 -3.6487 -0.4107 0.283 0.181 0.072
C 3.1236 -3.8447 -0.1941 0.679 -0.327 -0.153
C 3.5605 -5.1406 -0.9079 0.110 0.390 0.060
O 2.7724 -6.2304 -0.5204 0.138 -0.188 0.140
C 1.4099 -6.0321 -0.7818 -0.354 0.232 0.216
C 0.9045 -4.8056 -0.0001 -0.339 -0.985 -0.045
H 3.2911 -3.9564 0.8812 -0.048 0.107 -0.064
H 3.6836 -2.9925 -0.5793 -0.085 0.022 0.053
H 4.5841 -5.3921 -0.6256 -0.042 0.149 -0.104
H 3.5071 -4.9849 -1.9931 0.016 -0.034 -0.010
H 0.8983 -6.9355 -0.4472 -0.060 0.131 -0.062
H 1.2276 -5.8861 -1.8563 0.024 -0.023 0.047
H 1.0757 -4.9828 1.0661 -0.093 0.125 -0.068
H -0.1542 -4.6304 -0.1923 0.096 0.082 0.055
O 1.1516 -0.1301 -3.4024 -0.325 0.168 0.426
C 1.0945 -0.5867 -2.2942 0.090 0.242 -0.152
C 4.7370 0.0499 2.5749 -0.005 0.068 -0.132
C 3.5903 -0.4335 1.9450 -0.152 -0.033 -0.102
C 3.0351 0.2554 0.8928 -0.135 -0.226 -0.012
C 3.6101 1.4556 0.4313 -0.150 0.075 -0.229
C 4.7927 1.9044 1.0597 0.080 -0.020 0.018
C 5.3398 1.2170 2.1207 0.035 0.093 -0.010
C 3.0598 2.2512 -0.6185 0.960 -0.069 0.650
C 1.8522 2.1476 -1.2700 -1.534 -0.296 -0.465
C 1.4996 3.1548 -2.2488 0.069 -0.140 -0.116
C 2.0538 4.4559 -2.2197 0.116 0.004 -0.147
C 1.7546 5.3699 -3.2032 0.081 0.073 0.112
C 0.8610 5.0502 -4.2229 -0.001 -0.238 0.046
C 0.2491 3.8008 -4.2333 -0.052 0.022 -0.013
C 0.5575 2.8739 -3.2634 -0.133 -0.125 -0.007
H 5.1667 -0.4896 3.4047 0.025 -0.053 0.084
H 3.1389 -1.3493 2.2938 -0.072 -0.100 0.024
H 2.1519 -0.1292 0.3856 0.184 -0.087 0.217
H 5.2695 2.8027 0.7011 0.051 0.155 -0.051
H 6.2361 1.5816 2.5988 0.057 0.036 0.011
H 3.7156 3.0630 -0.9309 -0.131 -0.028 0.014
H 2.6911 4.7603 -1.4050 0.133 -0.004 0.042
H 2.2244 6.3412 -3.1835 -0.028 0.112 0.037
H 0.6448 5.7634 -5.0032 -0.019 0.094 -0.038
H -0.4569 3.5422 -5.0084 -0.014 0.016 -0.056
H 0.0992 1.8955 -3.3145 0.062 0.094 -0.124
```
Positions in Å, forces in eV/Å.

Summary:
Gap between HOMO and LUMO (spin up / spin down) = 7.59 / 5.18 eV
Calculated total energy = -85607.078 eV
Lowest unoccupied orbital energy (spin up / spin down) = -6.09 / -8.72 eV
2S+1 = 6
Total charge = +2

=====

5.
A molecular structure, C4H8IN2. Source: the Open Molecules 2025 dataset; level of theory: ωB97M-V/def2-TZVPD.

XYZ file:
```
15
Properties=species:S:1:pos:R:3:forces:R:3
C 0.4115 -1.0608 0.7635 1.213 -0.737 -0.021
C 0.5897 -1.3262 -2.4631 -0.382 -0.374 -2.222
C -1.0216 0.5557 1.9377 0.765 3.271 0.436
C 0.4672 1.1517 0.1446 0.626 1.552 -1.659
N 0.3772 -0.9885 -3.5717 0.033 2.461 0.057
N 0.1010 0.1533 1.0304 -3.870 -1.881 1.210
I 0.7688 -2.9188 -1.3297 0.253 -0.717 0.654
H 0.0877 -1.9020 1.4028 -0.506 0.870 0.460
H -1.1719 -0.1762 2.6626 -0.288 -1.339 1.058
H -1.9736 0.8141 1.4242 0.832 -0.516 -0.167
H -0.7441 1.5411 2.5023 -0.230 -1.759 -1.029
H 0.9103 1.9075 0.7082 0.886 1.627 0.721
H -0.2426 1.6197 -0.5293 -1.063 -0.233 0.479
H 1.1754 0.7518 -0.5086 1.535 -0.585 -0.913
H 0.2650 -0.1225 -4.1741 0.197 -1.642 0.935
```
Positions in Å, forces in eV/Å.

Summary:
Gap between HOMO and LUMO (spin up / spin down) = 6.19 / 5.45 eV
Calculated total energy = -15345.903 eV
Lowest unoccupied orbital energy (spin up / spin down) = -5.62 / -5.96 eV
Total charge = +1

=====

> What is the calculated total energy in the fourth record?

-85607.078 eV